(1)
Density functional theory data (ωB97M-V/def2-TZVPD) for a structure of composition C20H22N13ReS.

Structure (XYZ):
```
57
Properties=species:S:1:pos:R:3
Re -0.09 0.48 1.45
N -1.35 -1.70 3.77
C -0.54 -0.70 4.23
N -0.23 -0.50 5.49
N 0.62 0.56 5.46
N 0.82 0.98 4.27
N 0.07 0.20 3.42
C -1.44 -2.04 2.45
N -1.99 -3.14 2.00
N -1.80 -3.09 0.65
N -1.19 -2.03 0.30
N -0.94 -1.29 1.44
H -1.75 -2.33 4.45
C 2.52 -1.55 2.61
S 2.33 -0.28 1.34
C 3.29 1.08 2.05
H 2.21 -1.16 3.58
H 3.56 -1.85 2.63
H 1.90 -2.39 2.32
H 4.31 0.71 2.20
H 2.85 1.40 2.99
H 3.32 1.88 1.32
C -3.73 0.31 1.04
C -2.99 1.59 1.22
C -3.42 2.88 1.23
C -2.27 3.76 1.44
C -1.19 2.97 1.58
C 0.26 3.17 1.88
N -1.59 1.61 1.42
H -4.75 0.53 0.71
H -3.80 -0.25 1.98
H -3.26 -0.33 0.29
H -4.44 3.19 1.11
H -2.29 4.83 1.51
H 0.60 4.16 1.57
H 0.89 2.48 1.26
H 0.49 3.03 2.93
N 2.46 -3.56 -8.24
C 2.08 -2.98 -7.32
C 1.62 -2.25 -6.17
C 2.08 -2.59 -4.90
C 1.65 -1.88 -3.79
C 0.74 -0.84 -3.96
C 0.28 -0.50 -5.22
C 0.72 -1.20 -6.32
N 0.29 -0.10 -2.81
C -0.51 1.02 -2.82
C -0.68 1.39 -1.53
N 0.00 0.50 -0.72
C 0.57 -0.38 -1.53
H 2.78 -3.40 -4.78
H 2.02 -2.16 -2.82
H -0.44 0.30 -5.36
H 0.35 -0.95 -7.31
H -0.89 1.47 -3.72
H -1.24 2.21 -1.12
H 1.12 -1.24 -1.21
```

Results
Total charge: +1
E_LUMO (spin up / spin down), Ha: -0.1972 / -0.1860
2S+1: 2
DFT total energy, a.u.: -1963.3494

(2)
Density functional theory data (ωB97M-V/def2-TZVPD) for the molecule C20H22N2O3S at a distorted geometry.

Structure (XYZ):
```
48
Properties=species:S:1:pos:R:3
O -0.86 1.51 0.32
C 0.31 1.25 0.13
C 1.36 1.36 1.24
C 0.77 2.11 2.43
C -0.26 1.28 3.20
N 0.23 -0.05 3.50
S -0.86 -1.29 3.41
O -2.03 -0.87 4.13
O -0.17 -2.48 3.83
C -1.32 -1.50 1.69
C -2.43 -0.85 1.19
C -2.76 -1.00 -0.15
C -1.98 -1.79 -0.97
C -0.87 -2.46 -0.45
C -0.55 -2.32 0.89
C 1.60 -0.32 3.14
C 1.88 -0.03 1.66
N 0.77 0.87 -1.10
C 2.16 0.62 -1.45
C 2.14 0.01 -2.86
C 0.72 0.23 -3.30
C 0.15 0.00 -4.53
C -1.20 0.28 -4.70
C -1.94 0.80 -3.65
C -1.37 1.03 -2.41
C -0.03 0.73 -2.24
H 2.19 1.96 0.84
H 0.28 3.02 2.08
H 1.58 2.41 3.10
H -0.51 1.78 4.14
H -1.17 1.20 2.61
H -3.03 -0.25 1.85
H -3.63 -0.50 -0.55
H -2.22 -1.90 -2.02
H -0.27 -3.09 -1.09
H 0.28 -2.85 1.33
H 2.26 0.27 3.78
H 1.77 -1.38 3.36
H 2.96 -0.11 1.50
H 1.39 -0.80 1.06
H 2.64 -0.05 -0.74
H 2.71 1.57 -1.45
H 2.85 0.49 -3.53
H 2.37 -1.06 -2.83
H 0.74 -0.39 -5.34
H -1.67 0.11 -5.66
H -2.99 1.03 -3.80
H -1.95 1.43 -1.60
```

Results
E_LUMO, Ha: 0.0182
SMILES: O=C(C1CCN(S(=O)(=O)c2ccccc2)CC1)N1CCc2ccccc21
DFT total energy, a.u.: -1508.7596

(3)
Density functional theory data (ωB97M-V/def2-TZVPD) for the molecule C20H22N2O4S at a distorted geometry.

Structure (XYZ):
```
49
Properties=species:S:1:pos:R:3
C -1.52 3.48 -0.62
C -0.62 2.29 -0.32
O -0.07 2.38 1.00
C -0.75 1.84 2.00
O -1.82 1.29 1.88
C -0.03 1.95 3.33
C 0.50 3.35 3.67
C 1.71 3.75 2.84
C 2.78 2.65 2.88
N 2.21 1.38 2.48
C 2.45 0.92 1.22
O 3.21 1.46 0.45
C 1.79 -0.38 0.87
C 2.08 -1.59 1.45
S 1.20 -2.85 0.70
C 0.49 -1.65 -0.37
C -0.46 -2.00 -1.40
C -0.99 -3.29 -1.48
C -1.90 -3.64 -2.45
C -2.28 -2.67 -3.36
C -1.76 -1.37 -3.30
C -0.85 -1.03 -2.33
C -2.36 -0.57 -4.41
C -3.28 -1.61 -5.09
O -3.16 -2.84 -4.38
N 0.91 -0.45 -0.15
C 1.14 0.94 3.33
H -0.97 4.41 -0.49
H -2.37 3.48 0.06
H -1.88 3.41 -1.64
H -1.18 1.35 -0.39
H 0.25 2.26 -0.98
H -0.75 1.63 4.09
H 0.78 3.35 4.73
H -0.30 4.08 3.54
H 1.42 3.90 1.80
H 2.13 4.68 3.22
H 3.17 2.54 3.90
H 3.59 2.88 2.19
H 2.76 -1.79 2.26
H -0.68 -4.03 -0.75
H -2.31 -4.64 -2.51
H -0.43 -0.04 -2.27
H -1.60 -0.20 -5.10
H -2.93 0.28 -4.03
H -4.34 -1.31 -5.06
H -3.00 -1.80 -6.13
H 1.53 0.85 4.35
H 0.78 -0.04 3.02
```

Results
E_LUMO, Ha: 0.0135
SMILES: CCOC(=O)[C@@H]1CCCN(C(=O)c2csc(-c3ccc4c(c3)CCO4)n2)C1
DFT total energy, a.u.: -1584.0261

(4)
Density functional theory data (ωB97M-V/def2-TZVPD) for the molecule C20H22N2O5.

Structure (XYZ):
```
49
Properties=species:S:1:pos:R:3
C 0.98 3.27 1.16
O -0.18 3.79 1.79
C -0.42 3.50 3.10
C -1.05 4.51 3.83
C -1.36 4.34 5.16
C -1.03 3.16 5.80
C -0.41 2.14 5.09
C -0.12 2.28 3.74
O 0.42 1.27 2.97
C 0.82 0.08 3.60
C 1.35 -0.91 2.57
O 2.07 -1.83 2.89
N 0.89 -0.66 1.32
C 1.18 -1.31 0.12
C 2.01 -2.42 0.05
C 2.26 -3.01 -1.18
C 1.68 -2.52 -2.34
C 0.84 -1.42 -2.27
C 0.26 -0.83 -3.52
O 0.89 -0.07 -4.22
N -1.03 -1.17 -3.79
C -1.79 -2.18 -3.10
C -2.08 -3.34 -4.06
O -2.73 -2.88 -5.22
C -1.95 -1.92 -5.90
C -1.66 -0.71 -5.01
C 0.59 -0.82 -1.04
H 1.83 3.23 1.84
H 0.81 2.27 0.75
H 1.20 3.96 0.34
H -1.28 5.42 3.31
H -1.85 5.14 5.70
H -1.24 3.03 6.85
H -0.17 1.23 5.61
H 1.61 0.26 4.34
H -0.03 -0.40 4.11
H 0.30 0.16 1.24
H 2.46 -2.81 0.94
H 2.92 -3.87 -1.23
H 1.89 -2.97 -3.29
H -1.25 -2.54 -2.22
H -2.75 -1.74 -2.77
H -2.74 -4.07 -3.60
H -1.13 -3.82 -4.33
H -2.53 -1.62 -6.78
H -1.00 -2.37 -6.23
H -0.99 -0.01 -5.50
H -2.60 -0.21 -4.75
H -0.06 0.05 -0.99
```

Results
E_LUMO, Ha: 0.0209
SMILES: COc1ccccc1OCC(=O)Nc1cccc(C(=O)N2CCOCC2)c1
DFT total energy, a.u.: -1261.0330

Which of these has the highest DFT total energy?
C20H22N2O5

Among the records above, which one has the lowest DFT total energy?
C20H22N13ReS

The highest DFT total energy belongs to which entry?
C20H22N2O5

DFT total energy of number 3 (C20H22N2O4S)?
-1584.0261 a.u.